Entry 1:
{"formula": "H18O9", "method": "ωB97M-V/def2-TZVPD", "charge": 1, "multiplicity": 2, "relative_energy_kj_mol": 88.4, "s_squared": 0.76, "total_energy_ev": -18709.09062, "elements": ["O", "O", "O", "O", "O", "O", "O", "O", "O", "H", "H", "H", "H", "H", "H", "H", "H", "H", "H", "H", "H", "H", "H", "H", "H", "H", "H"], "positions_angstrom": [[-1.35, 1.17, -3.01], [2.69, 0.72, 1.67], [-0.23, -3.48, -1.97], [1.51, 2.98, 0.61], [-1.46, 2.34, -0.42], [0.11, 0.18, 0.23], [2.48, -2.24, -1.48], [-2.10, -1.65, -0.78], [-0.80, 0.79, 3.66], [0.98, 3.08, 1.40], [-0.21, 0.03, 3.71], [-0.82, 1.82, 0.06], [-0.42, -0.59, 0.40], [-2.73, -2.23, -0.34], [1.93, 2.12, 0.71], [-1.20, 3.25, -0.24], [1.65, -1.77, -1.43], [-0.78, -2.78, -1.61], [2.67, 1.23, 2.48], [2.32, -3.07, -1.01], [0.75, 0.20, 0.95], [2.91, -0.17, 1.95], [-2.29, 1.20, -3.22], [-1.49, 0.59, 4.29], [-2.49, -1.49, -1.64], [-1.31, 1.20, -2.06], [-0.33, -3.41, -2.92]]}


Entry 2:
{"formula": "C28H53Cl2F3NO9P2", "method": "ωB97M-V/def2-TZVPD", "charge": -1, "relative_energy_kj_mol": 150.3, "total_energy_ev": -101589.27312, "elements": ["Cl", "Cl", "P", "P", "F", "F", "F", "O", "O", "O", "O", "O", "O", "O", "O", "O", "N", "C", "C", "C", "C", "C", "C", "C", "C", "C", "C", "C", "C", "C", "C", "C", "C", "C", "C", "C", "C", "C", "C", "C", "C", "C", "C", "C", "C", "H", "H", "H", "H", "H", "H", "H", "H", "H", "H", "H", "H", "H", "H", "H", "H", "H", "H", "H", "H", "H", "H", "H", "H", "H", "H", "H", "H", "H", "H", "H", "H", "H", "H", "H", "H", "H", "H", "H", "H", "H", "H", "H", "H", "H", "H", "H", "H", "H", "H", "H", "H", "H"], "positions_angstrom": [[3.59, -0.54, -2.04], [7.21, 1.67, -1.09], [4.48, -0.38, 0.87], [1.54, -0.96, 3.99], [-6.62, -2.51, -5.50], [-5.11, -3.87, -4.76], [-5.70, -2.18, -3.57], [3.46, 1.03, 0.83], [1.64, 0.57, 4.52], [-4.02, -0.65, -5.06], [-3.93, -2.31, -6.57], [3.14, 3.20, 3.29], [3.83, -0.59, 2.52], [2.12, -1.92, 5.20], [3.07, -1.22, 0.22], [5.05, 2.16, 3.21], [0.05, -1.35, 3.72], [6.65, -2.35, 0.79], [-1.05, -1.47, -0.80], [-3.46, -0.73, -0.42], [-2.13, -0.42, -1.16], [4.88, 4.61, 2.73], [-6.96, 0.37, -0.23], [-6.11, 2.85, 3.41], [-7.10, 0.51, 1.30], [5.43, 1.35, -1.34], [5.81, 1.95, 1.99], [5.98, 0.48, 1.67], [-4.37, -1.71, -5.47], [4.28, 3.26, 3.11], [5.18, -2.18, 1.08], [7.60, -2.55, 1.66], [0.78, -0.54, 0.75], [-1.55, -1.78, -6.71], [2.63, -1.27, 2.56], [-4.74, -0.46, -1.27], [5.04, -0.11, -0.98], [-7.50, 2.16, 3.18], [-2.92, -1.59, -7.32], [-5.46, -2.58, -4.81], [0.38, -0.87, -0.73], [5.23, 1.68, -2.85], [-7.73, 1.87, 1.67], [-5.55, 0.76, -0.74], [2.01, -1.36, 1.11], [-1.50, -1.36, -5.70], [-3.19, -0.53, -7.38], [1.35, -2.07, 5.78], [4.32, 4.99, 1.88], [5.95, 4.52, 2.51], [-0.25, -2.10, 4.33], [-1.09, -2.24, -1.57], [5.02, -2.56, 2.09], [5.90, 2.53, -3.05], [6.90, 0.31, 1.13], [-5.38, 2.13, 3.77], [-2.95, -2.00, -8.33], [-6.19, 3.70, 4.08], [-1.32, -2.85, -6.62], [2.92, -2.33, 2.75], [0.46, 0.02, -1.35], [1.02, 0.53, 0.75], [-6.10, 0.51, 1.76], [8.62, -2.35, 1.33], [-0.79, -1.30, -7.32], [-7.47, 1.20, 3.70], [6.82, 2.34, 2.21], [5.42, 2.56, 1.18], [4.86, 2.12, -0.82], [3.19, 1.29, 1.72], [7.46, -2.94, 2.66], [6.94, -2.34, -0.26], [-5.66, 1.46, -1.58], [6.09, -0.04, 2.63], [-5.03, 1.25, 0.08], [2.06, 0.53, 5.39], [-2.28, -0.44, -2.24], [1.70, -2.41, 0.99], [-1.28, -1.98, 0.14], [-0.09, -0.74, 1.38], [-7.30, 2.67, 1.07], [-5.39, -1.33, -1.14], [-5.75, 3.19, 2.44], [5.82, -0.78, -1.33], [-1.79, 0.57, -0.85], [4.62, -2.82, 0.39], [-7.67, 1.07, -0.69], [-3.47, -1.80, -0.17], [-3.48, -0.13, 0.49], [-4.52, -0.37, -2.34], [4.73, 5.27, 3.57], [-8.81, 1.87, 1.52], [-7.75, -0.26, 1.72], [-8.29, 2.78, 3.60], [4.22, 2.04, -3.07], [5.57, 0.88, -3.50], [-7.26, -0.62, -0.58], [1.06, -1.64, -1.09]]}


Entry 3:
{"formula": "C21H44Br4F3O8SV", "method": "ωB97M-V/def2-TZVPD", "charge": 1, "multiplicity": 4, "s_squared": 3.75, "total_energy_ev": -363705.57689, "elements": ["Br", "Br", "Br", "Br", "V", "S", "F", "F", "F", "O", "O", "O", "O", "O", "O", "O", "O", "C", "C", "C", "C", "C", "C", "C", "C", "C", "C", "C", "C", "C", "C", "C", "C", "C", "C", "C", "C", "C", "H", "H", "H", "H", "H", "H", "H", "H", "H", "H", "H", "H", "H", "H", "H", "H", "H", "H", "H", "H", "H", "H", "H", "H", "H", "H", "H", "H", "H", "H", "H", "H", "H", "H", "H", "H", "H", "H", "H", "H", "H", "H", "H", "H"], "positions_angstrom": [[18.29, 11.05, 21.61], [14.20, 8.05, 20.19], [17.43, 11.90, 18.39], [9.77, 7.28, 19.36], [10.35, 13.39, 13.83], [11.69, 10.81, 15.79], [13.99, 12.04, 16.31], [13.23, 10.79, 17.90], [12.35, 12.72, 17.49], [11.35, 11.95, 14.88], [14.72, 7.97, 15.39], [10.49, 10.41, 16.48], [11.46, 8.16, 13.29], [11.76, 14.71, 15.04], [9.19, 12.42, 17.69], [12.47, 9.73, 15.18], [13.69, 12.67, 11.73], [11.50, 8.13, 19.58], [16.12, 11.16, 19.70], [8.07, 12.10, 18.54], [16.27, 8.25, 17.18], [13.49, 15.98, 13.83], [12.91, 11.63, 16.97], [14.82, 7.98, 16.81], [12.46, 7.17, 20.24], [12.43, 12.58, 20.36], [9.99, 6.92, 14.76], [11.16, 6.86, 13.77], [8.51, 11.13, 19.62], [13.16, 14.81, 14.73], [12.84, 13.91, 20.52], [15.47, 11.46, 12.73], [13.74, 14.20, 21.53], [14.26, 13.19, 22.34], [12.87, 11.61, 21.23], [13.99, 11.43, 12.38], [13.80, 11.89, 22.22], [16.74, 10.23, 20.69], [16.94, 7.67, 16.55], [7.63, 10.75, 20.14], [16.11, 11.30, 11.86], [12.78, 16.21, 13.03], [9.77, 5.90, 15.10], [15.36, 10.67, 19.09], [13.41, 11.31, 13.31], [12.76, 12.66, 11.51], [14.91, 13.49, 23.16], [11.64, 12.28, 19.68], [16.51, 9.31, 17.09], [16.15, 9.91, 21.54], [14.08, 15.21, 21.72], [15.73, 12.39, 13.23], [13.77, 10.49, 11.86], [12.05, 6.37, 14.19], [9.52, 11.59, 17.31], [7.72, 13.05, 18.93], [12.47, 14.62, 19.79], [13.45, 13.83, 14.35], [12.55, 10.58, 21.11], [13.76, 14.99, 15.64], [12.28, 7.02, 21.31], [11.98, 8.60, 14.00], [13.52, 16.91, 14.41], [9.06, 7.31, 14.34], [16.52, 7.96, 18.21], [11.39, 9.07, 20.12], [14.53, 15.91, 13.50], [11.85, 8.39, 18.59], [10.26, 7.56, 15.60], [9.18, 11.69, 20.28], [13.99, 8.55, 15.16], [11.50, 15.36, 15.70], [9.06, 10.26, 19.25], [14.07, 11.10, 22.91], [10.80, 6.26, 12.93], [7.34, 11.61, 17.88], [14.50, 7.01, 17.20], [15.76, 10.65, 13.40], [15.65, 12.04, 20.13], [12.48, 6.15, 19.87], [17.07, 9.35, 20.13], [14.20, 8.76, 17.27]]}


Entry 4:
{"formula": "CH3IO3S", "method": "ωB97M-V/def2-TZVPD", "charge": 0, "relative_energy_kj_mol": 353.1, "total_energy_ev": -26159.07135, "elements": ["I", "S", "O", "O", "O", "C", "H", "H", "H"], "positions_angstrom": [[2.78, -0.75, -0.10], [0.24, 2.02, 0.05], [-0.85, 0.96, 0.64], [1.15, 1.23, -0.86], [1.42, -1.87, 0.46], [-1.16, -0.26, -0.01], [-1.38, 0.02, -0.97], [-0.19, -0.81, 0.10], [-2.01, -0.54, 0.68]]}


Entry 5:
{"formula": "H18O9", "method": "ωB97M-V/def2-TZVPD", "charge": 0, "relative_energy_kj_mol": 900.4, "total_energy_ev": -18712.80357, "elements": ["O", "O", "O", "O", "O", "O", "O", "O", "O", "H", "H", "H", "H", "H", "H", "H", "H", "H", "H", "H", "H", "H", "H", "H", "H", "H", "H"], "positions_angstrom": [[1.21, -2.01, -0.95], [-0.27, -1.15, -0.35], [-1.67, 1.58, -0.80], [-3.58, -1.39, 2.65], [1.72, 4.08, 0.74], [-0.60, 0.21, 0.91], [4.00, -2.48, 0.71], [-2.59, -0.60, -2.61], [1.69, 1.61, -0.32], [-2.23, 0.26, -2.49], [0.34, -0.38, -0.40], [-3.49, -0.48, 2.66], [1.83, -1.25, -0.79], [-0.83, -0.94, -1.12], [1.61, -2.59, -1.49], [-1.47, -0.08, 0.98], [-0.51, 1.12, 1.26], [-2.39, 2.22, -0.63], [4.25, -2.87, 1.61], [2.28, 3.46, 0.25], [2.40, 1.01, -0.20], [-4.43, -1.48, 2.19], [-2.62, -1.10, -1.72], [1.23, 3.63, 1.39], [4.54, -2.90, 0.08], [1.35, 1.59, -1.29], [-1.11, 2.00, -0.16]]}


Entry 6:
{"formula": "C4H5N3", "method": "ωB97M-V/def2-TZVPD", "charge": 0, "relative_energy_kj_mol": 346.1, "total_energy_ev": -8696.22478, "elements": ["N", "N", "N", "C", "C", "C", "C", "H", "H", "H", "H", "H"], "positions_angstrom": [[-2.17, -0.75, -0.17], [-0.54, 0.76, -0.68], [0.06, -1.35, 0.25], [-0.86, -0.44, -0.15], [1.24, -0.81, 0.60], [0.60, 1.27, -0.25], [1.41, 0.58, 0.64], [2.27, 0.96, 1.18], [2.23, -0.55, -0.07], [-2.46, -1.69, 0.06], [-2.79, -0.12, -0.64], [1.00, 2.15, -0.75]]}


Entry 7:
{"formula": "C28H47CdN5O6PS2Si", "method": "ωB97M-V/def2-TZVPD", "charge": -1, "relative_energy_kj_mol": 0.0, "total_energy_ev": -92939.65950, "elements": ["Cd", "S", "S", "P", "Si", "O", "O", "O", "O", "O", "O", "N", "N", "N", "N", "N", "C", "C", "C", "C", "C", "C", "C", "C", "C", "C", "C", "C", "C", "C", "C", "C", "C", "C", "C", "C", "C", "C", "C", "C", "C", "C", "C", "C", "H", "H", "H", "H", "H", "H", "H", "H", "H", "H", "H", "H", "H", "H", "H", "H", "H", "H", "H", "H", "H", "H", "H", "H", "H", "H", "H", "H", "H", "H", "H", "H", "H", "H", "H", "H", "H", "H", "H", "H", "H", "H", "H", "H", "H", "H", "H"], "positions_angstrom": [[10.05, 15.84, 12.02], [8.29, 17.61, 11.94], [10.23, 19.85, 10.13], [9.10, 19.48, 11.62], [10.14, 13.15, 9.46], [10.90, 15.70, 13.99], [7.76, 20.37, 11.41], [7.27, 15.89, 15.91], [12.49, 16.53, 15.33], [9.71, 19.88, 13.05], [7.82, 14.75, 13.94], [12.90, 16.48, 13.12], [5.17, 15.06, 13.17], [9.39, 15.43, 8.27], [12.56, 15.88, 11.95], [5.69, 15.62, 14.36], [10.30, 16.52, 8.01], [10.97, 20.32, 14.99], [9.87, 17.41, 6.78], [12.01, 13.02, 9.52], [6.82, 20.90, 12.40], [14.28, 13.26, 8.63], [7.49, 16.70, 7.15], [7.22, 22.33, 12.69], [10.92, 20.61, 13.50], [8.61, 8.73, 8.81], [6.65, 20.04, 13.64], [13.97, 12.82, 10.95], [8.61, 15.68, 16.49], [12.06, 16.23, 14.22], [14.81, 13.07, 9.89], [9.65, 14.08, 7.83], [7.80, 9.83, 8.64], [9.44, 13.85, 11.01], [8.27, 11.13, 8.86], [12.59, 12.70, 10.76], [12.91, 13.25, 8.43], [7.02, 15.40, 14.67], [9.61, 11.37, 9.16], [10.44, 10.25, 9.30], [8.00, 15.89, 8.34], [8.56, 16.99, 6.07], [9.93, 8.95, 9.15], [12.13, 20.14, 12.73], [13.01, 20.71, 13.05], [6.26, 19.01, 13.41], [7.89, 16.48, 9.28], [11.08, 19.22, 15.07], [8.24, 17.80, 5.36], [7.02, 17.64, 7.50], [8.75, 13.66, 7.34], [11.47, 10.32, 9.65], [12.98, 14.95, 11.95], [10.58, 8.12, 9.29], [13.85, 16.79, 13.30], [10.01, 20.61, 15.50], [10.47, 13.98, 7.13], [12.89, 16.39, 11.10], [5.91, 20.83, 11.81], [6.01, 14.79, 12.65], [11.86, 20.82, 15.45], [11.33, 16.11, 7.81], [5.02, 15.71, 15.17], [14.38, 12.71, 11.97], [6.54, 22.80, 13.41], [8.85, 14.60, 16.55], [10.65, 21.67, 13.26], [11.94, 12.51, 11.61], [8.25, 22.37, 13.08], [8.26, 7.71, 8.74], [8.37, 14.16, 10.85], [15.87, 13.15, 10.09], [9.75, 18.44, 7.11], [12.55, 13.48, 7.39], [10.39, 17.19, 8.89], [12.29, 19.06, 12.91], [9.58, 13.27, 11.93], [4.67, 15.79, 12.67], [6.64, 16.12, 6.76], [7.55, 11.95, 8.66], [7.22, 22.94, 11.75], [8.70, 16.03, 5.49], [11.98, 20.31, 11.68], [10.71, 17.45, 6.07], [7.40, 14.93, 8.51], [5.95, 20.49, 14.33], [8.53, 16.08, 17.49], [7.64, 19.89, 14.14], [6.77, 9.75, 8.29], [14.92, 13.55, 7.81], [9.40, 16.12, 15.85]]}


Entry 8:
{"formula": "C46H54ClF8N4O27PS", "method": "ωB97M-V/def2-TZVPD", "charge": 0, "total_energy_ev": -164209.48215, "elements": ["Cl", "S", "P", "F", "F", "F", "F", "F", "F", "F", "F", "O", "O", "O", "O", "O", "O", "O", "O", "O", "O", "O", "O", "O", "O", "O", "O", "O", "O", "O", "O", "O", "O", "O", "O", "O", "O", "O", "N", "N", "N", "N", "C", "C", "C", "C", "C", "C", "C", "C", "C", "C", "C", "C", "C", "C", "C", "C", "C", "C", "C", "C", "C", "C", "C", "C", "C", "C", "C", "C", "C", "C", "C", "C", "C", "C", "C", "C", "C", "C", "C", "C", "C", "C", "C", "C", "C", "C", "H", "H", "H", "H", "H", "H", "H", "H", "H", "H", "H", "H", "H", "H", "H", "H", "H", "H", "H", "H", "H", "H", "H", "H", "H", "H", "H", "H", "H", "H", "H", "H", "H", "H", "H", "H", "H", "H", "H", "H", "H", "H", "H", "H", "H", "H", "H", "H", "H", "H", "H", "H", "H", "H"], "positions_angstrom": [[-2.40, 0.55, 5.32], [1.85, 0.68, -1.99], [-0.76, 1.50, 4.45], [5.14, 13.28, -5.66], [3.21, 6.77, -3.96], [-4.93, -6.44, 5.89], [-2.23, 5.55, -9.50], [4.50, -2.32, -1.31], [2.19, -11.54, 2.29], [-6.96, -3.92, 9.59], [1.52, 10.49, -4.97], [4.08, -0.87, 1.79], [-0.85, 5.28, -2.95], [0.33, 12.99, -7.02], [0.51, -8.55, 1.90], [4.35, 11.38, -6.58], [2.13, -9.73, 0.93], [-2.85, -9.12, 5.34], [0.44, 1.11, 5.47], [5.71, -1.40, 0.36], [-6.18, -7.15, 8.70], [4.33, 9.29, -7.43], [-0.93, 8.74, -6.69], [-7.80, -5.65, 8.42], [-0.93, -5.46, -3.09], [0.49, 12.50, -4.85], [6.18, -0.14, 2.18], [-7.84, -7.58, 7.25], [1.33, -7.89, -0.09], [-1.33, -8.79, 6.97], [-1.18, 7.06, -8.18], [-0.18, 6.70, -4.56], [-0.19, 14.56, -5.49], [-2.79, 7.47, -6.70], [-2.69, -5.52, -1.70], [1.35, 5.69, -3.29], [-2.95, -7.27, 6.57], [5.96, 9.95, -6.03], [0.99, -7.05, 5.38], [0.54, -3.23, 2.49], [0.04, -1.49, 4.62], [-0.54, 0.26, -0.65], [-3.80, -7.04, 5.46], [-1.03, -3.51, -0.21], [-0.05, -1.50, 0.94], [1.19, -5.01, 4.00], [6.33, 11.21, -5.46], [0.58, -6.99, -4.22], [-0.60, -4.89, -0.76], [0.14, -2.49, -0.17], [4.83, 10.11, -6.75], [1.71, 4.17, -0.21], [-0.09, -1.06, 3.34], [3.46, -1.52, 0.68], [-0.50, 0.28, 3.08], [-7.11, -5.26, 9.59], [2.06, -10.19, 2.27], [-2.28, -8.44, 6.36], [-2.04, 5.93, -8.22], [0.55, 11.27, -5.54], [4.62, -2.24, 0.04], [0.69, -5.61, 5.31], [0.14, -1.94, 2.28], [-0.78, -6.82, -3.56], [0.01, 3.13, 1.33], [-1.51, -5.33, -1.87], [-5.79, -5.99, 9.45], [0.17, 13.47, -5.77], [-0.42, -0.20, 0.73], [-3.31, 6.47, -7.58], [2.05, 6.23, -4.39], [-1.58, 7.85, -7.15], [-4.06, -8.45, 4.95], [5.00, 11.95, -5.46], [5.40, -0.73, 1.52], [1.09, 7.26, -4.92], [-7.33, -6.87, 8.04], [0.01, 5.83, -3.54], [-2.28, 2.24, 0.47], [0.93, 11.69, -6.94], [-1.18, 2.15, 1.53], [0.44, -2.71, 4.80], [-0.69, 0.72, 1.79], [0.69, -9.72, 2.70], [0.71, -3.60, 3.73], [0.25, 3.70, -0.07], [0.51, 0.45, -1.22], [1.32, -8.65, 0.82], [7.05, 11.72, -6.11], [0.16, 0.51, 6.16], [6.75, 11.07, -4.47], [-3.94, 6.94, -8.33], [-2.85, 3.16, 0.62], [-2.99, 1.42, 0.61], [-3.29, -6.38, 4.75], [0.79, -5.62, 3.19], [1.18, -5.10, 6.14], [0.64, -9.47, 3.76], [-5.08, -5.40, 8.87], [0.06, 2.96, -0.84], [1.09, -3.01, -0.06], [2.27, -5.06, 3.92], [0.43, -4.86, -1.10], [-0.37, -5.41, 5.44], [-0.41, 4.54, -0.25], [2.29, 5.42, -5.09], [-4.20, -8.51, 3.88], [-7.70, -5.54, 10.46], [-0.07, -10.46, 2.45], [2.35, 3.31, -0.41], [2.04, 4.60, 0.73], [1.10, -7.85, -3.79], [-0.67, -5.64, 0.02], [-5.34, -6.28, 10.40], [0.54, 11.04, -7.71], [3.04, -0.78, 0.00], [-1.57, 5.12, -7.67], [0.23, -7.54, 5.84], [-1.60, -7.02, -4.25], [1.15, 7.41, -5.99], [0.57, -3.04, 5.82], [4.39, 11.79, -4.57], [2.89, -9.75, 2.83], [-3.87, 5.73, -7.02], [2.01, 11.78, -7.04], [0.49, -7.14, -5.29], [0.92, 2.67, 1.71], [-1.93, 2.18, -0.55], [-0.89, -7.49, -2.71], [1.18, -6.10, -4.03], [-0.19, 3.98, 1.98], [1.78, -7.18, 6.00], [-4.90, -8.89, 5.47], [1.22, 8.22, -4.41], [-0.40, 10.75, -5.46], [2.67, -2.19, 1.03], [0.14, -1.99, -1.13], [1.81, 4.89, -1.01], [-1.79, -3.10, -0.87], [-1.66, 2.46, 2.45], [4.82, -3.24, 0.43], [-1.45, -3.62, 0.78]]}